(1)
# C4H7NO

A cluster of 2 separate species, C4H7NO in total (wB97M-V/def2-TZVPD, OMol25).

```
! wB97M-V def2-TZVPD RIJCOSX def2/J DEFGRID3
* xyz 0 1
O 1.07 0.23 0.35
N -1.09 -0.43 0.35
C -0.62 2.01 0.51
C -0.33 0.57 0.39
C 1.22 -1.08 0.27
C -0.20 -1.58 0.29
H -0.33 2.54 -0.40
H -1.69 2.15 0.69
H -0.42 -2.23 -0.57
H -0.05 2.45 1.34
H 1.14 -1.13 -2.48
H 1.62 -1.29 -1.94
H -0.31 -2.20 1.19
*
```

ΔE to the lowest compared entry with this formula, charge and spin: 4.0510 eV
LUMO: 0.67 eV
HOMO-LUMO gap: 9.79 eV
E: -286.48278 a.u.

---

(2)
# C4H7NO

A structure of composition C4H7NO (wB97M-V/def2-TZVPD, OMol25).

```
! wB97M-V def2-TZVPD RIJCOSX def2/J DEFGRID3
* xyz 0 1
O 2.48 -0.59 -0.27
N 1.88 0.61 -0.09
C 0.61 0.49 -0.29
C -0.10 -0.79 -0.39
C -1.39 -0.07 0.10
C -0.59 1.28 0.20
H 0.68 -1.58 0.44
H -2.23 -0.04 -0.60
H -0.06 -1.49 -1.22
H -0.49 1.70 1.21
H 1.79 -1.38 0.23
H -0.95 2.06 -0.47
H -1.74 -0.46 1.06
*
```

ΔE to the lowest compared entry with this formula, charge and spin: 5.1740 eV
LUMO: 0.60 eV
HOMO-LUMO gap: 9.82 eV
E: -286.44151 a.u.

---

(3)
# C4H7NO

An isolated molecule of C4H7NO (wB97M-V/def2-TZVPD, OMol25).

```
! wB97M-V def2-TZVPD RIJCOSX def2/J DEFGRID3
* xyz 0 1
O 1.58 0.94 0.79
N -0.04 0.67 -1.30
C 1.39 -1.21 -0.31
C -2.04 0.42 0.36
C 0.69 0.19 -0.14
C -0.73 0.37 -0.27
H 2.19 -0.96 -1.12
H 1.73 -1.45 0.65
H -2.66 1.15 -0.24
H -2.00 0.55 1.51
H 0.63 -1.96 -0.60
H -2.64 -0.52 0.26
H 1.89 1.81 0.42
*
```

ΔE to the lowest compared entry with this formula, charge and spin: 3.1452 eV
LUMO: 0.83 eV
HOMO-LUMO gap: 10.30 eV
structure (SMILES): CC1=N[C@@]1(C)O
E: -286.51606 a.u.

---

(4)
# C4H7NO

An isolated molecule of C4H7NO (wB97M-V/def2-TZVPD, OMol25).

```
! wB97M-V def2-TZVPD RIJCOSX def2/J DEFGRID3
* xyz 0 1
O -1.37 -0.54 -0.69
N 1.37 -0.67 0.50
C -0.51 -0.45 -1.81
C 0.67 0.49 0.29
C -0.46 0.54 -0.73
C 0.24 -0.06 1.67
H 0.73 -1.10 1.74
H 0.27 -1.21 -1.84
H 1.19 1.45 0.38
H 0.60 0.54 2.49
H -0.99 -0.20 -2.75
H -0.92 1.51 -0.87
H -0.82 -0.30 1.63
*
```

ΔE to the lowest compared entry with this formula, charge and spin: 5.7664 eV
LUMO: 0.99 eV
HOMO-LUMO gap: 9.57 eV
E: -286.41974 a.u.

---

(5)
# C4H7NO

An isolated molecule of C4H7NO (wB97M-V/def2-TZVPD, OMol25).

```
! wB97M-V def2-TZVPD RIJCOSX def2/J DEFGRID3
* xyz 0 1
O 0.97 -1.62 -1.04
N 0.06 1.39 0.45
C -1.16 0.33 -1.36
C -0.17 0.41 -0.28
C 0.75 -0.92 -0.13
C 1.36 -1.03 1.28
H 0.53 -1.13 1.88
H 1.79 -0.01 1.48
H -0.37 2.20 0.06
H -2.12 0.09 -1.06
H -1.36 1.31 -1.82
H 1.97 -1.85 1.33
H -0.67 -0.17 -2.17
*
```

ΔE to the lowest compared entry with this formula, charge and spin: 1.8469 eV
LUMO: 0.81 eV
HOMO-LUMO gap: 10.03 eV
structure (SMILES): [H]/N=C(\C)C(C)=O
E: -286.56377 a.u.

---

(6)
# C4H7NO

A cluster of 2 separate species, C4H7NO in total (wB97M-V/def2-TZVPD, OMol25).

```
! wB97M-V def2-TZVPD RIJCOSX def2/J DEFGRID3
* xyz 0 1
O -0.53 -1.68 -0.88
N 0.41 1.40 -0.86
C -1.22 -0.68 1.19
C 1.25 1.30 0.06
C -1.23 -0.87 -0.30
C 1.67 0.58 -1.12
H 1.52 -0.50 -1.20
H -0.31 -1.12 1.62
H 1.39 1.64 1.08
H -2.09 -1.21 1.60
H -1.31 0.37 1.47
H 2.40 1.02 -1.79
H -1.94 -0.24 -0.86
*
```

ΔE to the lowest compared entry with this formula, charge and spin: 3.3338 eV
LUMO: 0.98 eV
HOMO-LUMO gap: 10.80 eV
structure (SMILES): C1=NC1.CC=O
E: -286.50913 a.u.

---

(7)
# C4H7NO

A cluster of 2 separate species, C4H7NO in total (wB97M-V/def2-TZVPD, OMol25).

```
! wB97M-V def2-TZVPD RIJCOSX def2/J DEFGRID3
* xyz 0 1
O 1.50 0.99 0.98
N -1.63 1.97 0.63
C 2.02 0.68 -0.19
C -1.39 0.85 0.52
C -0.30 -0.82 -0.96
C -1.02 -0.57 0.37
H 0.48 -0.07 -1.16
H -0.37 -0.82 1.22
H -1.92 -1.18 0.45
H 1.07 1.86 0.90
H 2.43 -0.35 -0.01
H -1.00 -0.75 -1.80
H 0.15 -1.82 -0.96
*
```

ΔE to the lowest compared entry with this formula, charge and spin: 3.9821 eV
LUMO: 0.61 eV
HOMO-LUMO gap: 9.63 eV
E: -286.48531 a.u.

---

(8)
# C4H7NO

A structure of composition C4H7NO (wB97M-V/def2-TZVPD, OMol25).

```
! wB97M-V def2-TZVPD RIJCOSX def2/J DEFGRID3
* xyz 0 1
O -0.08 -0.51 1.72
N 2.00 -0.49 -0.52
C -2.08 -0.31 0.40
C -0.55 -0.27 0.62
C 0.10 0.13 -0.62
C 1.91 0.85 -0.57
H 2.16 1.34 -1.51
H -0.29 -0.47 -1.46
H -2.47 -0.13 -0.62
H 2.07 1.47 0.32
H -2.49 0.45 1.07
H -2.39 -1.31 0.72
H 2.10 -0.77 0.46
*
```

ΔE to the lowest compared entry with this formula, charge and spin: 4.3871 eV
LUMO: 0.45 eV
HOMO-LUMO gap: 9.65 eV
E: -286.47042 a.u.